[1]
79
Properties=species:S:1:pos:R:3 method="wB97M-V/def2-TZVPD" charge=-1 lumo_energy_ev="1.60 / 1.60" largest_force_ha_per_bohr=0.0200 mol_weight_g_mol=987.79 s2=6.0185 e_tot_ev=-289660.8611 multiplicity=5
Cr -1.740 1.015 -0.739
S -7.251 4.287 2.894
C -6.008 3.480 2.128
S -6.221 2.441 0.786
C -4.551 1.997 0.506
C -3.660 2.551 1.367
S -1.921 2.353 1.393
S -4.364 3.593 2.585
S -4.235 0.909 -0.825
S -2.018 -1.230 -3.280
C -1.211 -2.657 -2.871
N -1.535 -3.334 -1.773
C -0.993 -4.627 -1.419
C 0.460 -4.681 -1.855
C 0.549 -4.363 -3.339
N -0.206 -3.152 -3.631
H -2.291 -2.951 -1.226
H -1.566 -5.429 -1.901
H -1.096 -4.738 -0.340
H 0.888 -5.663 -1.653
H 1.027 -3.937 -1.291
H 0.163 -5.203 -3.927
H 1.587 -4.197 -3.633
H 0.013 -2.600 -4.441
C 4.560 -1.366 2.653
N 3.109 -1.282 2.775
N 2.564 -0.087 2.290
C 1.427 -0.357 1.504
O 0.741 0.507 0.992
C 1.333 -1.805 1.480
C 2.353 -2.297 2.201
C 2.737 -3.719 2.428
C 2.820 1.120 2.970
C 2.577 2.334 2.331
C 2.823 3.517 3.007
C 3.329 3.510 4.300
C 3.564 2.297 4.930
C 3.301 1.102 4.276
H 5.002 -0.448 3.030
H 4.874 -1.511 1.613
H 4.916 -2.196 3.261
H 0.498 -2.347 1.053
H 1.861 -4.350 2.290
H 3.119 -3.871 3.438
H 3.505 -4.041 1.721
H 2.162 2.336 1.335
H 2.610 4.457 2.514
H 3.519 4.440 4.819
H 3.938 2.274 5.946
H 3.434 0.157 4.784
F -1.838 -0.958 0.183
C -1.927 -1.964 1.344
F -1.500 -1.210 2.409
C -3.442 -2.049 1.530
F -4.080 -0.960 1.962
F -4.044 -2.440 0.379
F -3.691 -3.028 2.440
Br 3.197 -1.945 -1.874
C 2.251 -0.318 -2.089
C 2.886 0.777 -2.646
C 2.169 1.952 -2.755
C 0.858 1.980 -2.300
N 0.251 0.917 -1.781
C 0.935 -0.224 -1.677
H 3.912 0.707 -2.983
H 2.610 2.843 -3.178
H 0.284 2.895 -2.347
H 0.410 -1.071 -1.254
Br -3.086 2.987 -5.932
C -2.827 3.411 -4.110
C -3.114 4.679 -3.628
C -2.882 4.926 -2.290
C -2.386 3.912 -1.481
N -2.139 2.690 -1.955
C -2.354 2.441 -3.254
H -3.510 5.441 -4.285
H -3.093 5.892 -1.855
H -2.203 4.041 -0.419
H -2.145 1.438 -3.605

=====

[2]
72
Properties=species:S:1:pos:R:3 method="wB97M-V/def2-TZVPD" charge=-1 lumo_energy_ev=2.38 largest_force_ha_per_bohr=0.0052 mol_weight_g_mol=765.30 e_tot_ev=-128571.2051
In -0.989 -0.360 -0.388
O -0.988 -1.269 1.555
C -0.969 -2.535 1.791
C -0.127 -3.052 2.813
C -0.093 -4.392 3.110
C -0.910 -5.311 2.434
C -1.755 -4.835 1.460
C -1.792 -3.477 1.111
C -2.737 -3.062 0.104
N -2.747 -1.935 -0.494
C -3.835 -1.629 -1.405
C -4.101 -0.133 -1.288
N -2.839 0.513 -1.572
C -2.805 1.580 -2.268
C -1.604 2.231 -2.729
C -1.720 3.515 -3.282
C -0.639 4.174 -3.816
C 0.599 3.514 -3.829
C 0.738 2.248 -3.318
C -0.350 1.555 -2.726
O -0.176 0.357 -2.270
H 0.493 -2.341 3.343
H 0.577 -4.743 3.887
H -0.882 -6.363 2.681
H -2.413 -5.518 0.931
H -3.521 -3.791 -0.137
H -4.732 -2.211 -1.169
H -3.525 -1.857 -2.430
H -4.393 0.104 -0.263
H -4.888 0.183 -1.982
H -3.751 2.040 -2.583
H -2.696 3.989 -3.276
H -0.740 5.171 -4.222
H 1.464 4.011 -4.252
H 1.694 1.742 -3.337
Br -4.387 5.820 3.902
C -2.902 5.017 3.031
C -1.684 5.677 3.019
N -0.605 5.170 2.432
C -0.720 3.983 1.835
C -1.907 3.260 1.797
C -3.028 3.790 2.414
C -2.001 1.923 1.099
O -0.913 1.549 0.539
O -3.073 1.323 1.086
H -1.579 6.642 3.501
H 0.165 3.572 1.365
H -3.956 3.233 2.397
C 3.542 -2.009 2.472
C 4.439 -1.256 1.497
C 3.790 -1.043 0.120
C 4.729 -0.212 -0.774
C 4.166 0.045 -2.166
C 3.616 -2.399 -0.538
O 4.540 -3.168 -0.716
N 2.349 -2.717 -0.948
C 1.234 -1.916 -0.758
O 0.137 -2.324 -1.179
N 1.309 -0.743 -0.134
C 2.489 -0.235 0.314
O 2.574 0.846 0.864
H 4.049 -2.163 3.426
H 3.261 -2.991 2.084
H 2.626 -1.449 2.664
H 5.376 -1.795 1.342
H 4.671 -0.267 1.893
H 5.683 -0.742 -0.837
H 4.893 0.734 -0.257
H 4.024 -0.885 -2.721
H 4.840 0.677 -2.747
H 3.200 0.551 -2.105
H 2.205 -3.608 -1.399

=====

[3]
68
Properties=species:S:1:pos:R:3 method="wB97M-V/def2-TZVPD" charge=+1 lumo_energy_ev="-2.90 / -5.28" largest_force_ha_per_bohr=0.0074 mol_weight_g_mol=811.28 s2=8.7963 e_tot_ev=-100706.3174 multiplicity=6
Ir 1.296 -0.975 1.221
C -0.581 0.219 3.209
C 0.713 0.726 3.443
C 1.582 -0.378 3.679
C 0.831 -1.596 3.481
C -0.523 -1.207 3.258
C -1.713 -2.096 3.277
C 1.251 -2.979 3.874
C 2.937 -0.250 4.290
C 1.093 2.164 3.457
C -1.812 1.003 2.962
H -2.140 -2.084 4.287
H -1.470 -3.127 3.034
H -2.485 -1.754 2.588
H 0.849 -3.231 4.859
H 2.334 -3.078 3.918
H 0.881 -3.724 3.169
H 2.835 0.237 5.264
H 3.605 0.373 3.695
H 3.411 -1.215 4.453
H 0.615 2.686 4.290
H 0.774 2.654 2.535
H 2.169 2.296 3.553
H -2.256 0.726 2.002
H -1.612 2.072 2.960
H -2.561 0.796 3.732
Cl 7.843 -3.260 -1.516
C 6.222 -2.704 -1.285
C 5.762 -2.439 -0.008
C 4.460 -1.999 0.127
Cl 3.859 -1.641 1.731
C 3.566 -1.800 -0.928
O 2.339 -1.378 -0.747
C 4.097 -2.087 -2.197
Cl 3.079 -1.884 -3.589
C 5.391 -2.528 -2.383
H 6.397 -2.571 0.856
H 5.751 -2.736 -3.380
S -0.178 -2.818 0.545
C -0.732 -2.444 -1.048
N 0.062 -1.821 -1.942
C -0.379 -1.491 -3.165
C -1.661 -1.800 -3.525
C -2.424 -2.478 -2.569
N -1.981 -2.789 -1.364
H 1.061 -1.633 -1.650
H 0.332 -0.989 -3.805
H -2.052 -1.547 -4.497
H -3.443 -2.775 -2.790
C -5.770 4.393 -5.353
C -4.676 3.755 -4.543
O -4.289 2.629 -4.677
S -4.029 4.887 -3.294
C -2.927 3.825 -2.414
C -3.055 3.722 -1.031
C -2.198 2.913 -0.312
C -1.205 2.177 -0.970
C -1.074 2.305 -2.362
C -1.920 3.126 -3.076
C -0.341 1.302 -0.265
C 0.435 0.563 0.341
H -6.029 3.737 -6.179
H -5.448 5.365 -5.728
H -6.643 4.554 -4.719
H -3.835 4.274 -0.524
H -2.296 2.836 0.761
H -0.284 1.765 -2.868
H -1.805 3.229 -4.145